[1]
18
Properties=species:S:1:pos:R:3:forces:R:3 method="wB97M-V/def2-TZVPD" homo_ha=-0.3284 fmax_ev_per_a=3.22 total_charge=0 spin_multiplicity=1 smiles="CC=C(C)C.O" e_tot_ev=-7426.426
H 0.66543 2.02881 -1.20461 -0.028 0.279 -1.059
H -0.48060 -1.40954 2.26566 0.172 -0.143 -0.560
C -1.26511 0.84003 0.49492 0.842 -0.011 -3.108
H -1.46162 0.95461 1.48630 -0.594 0.212 3.010
H -1.88406 0.03708 0.09832 -0.129 -0.033 0.017
O -0.16106 -1.26992 -2.55663 0.008 0.752 0.577
C 0.19760 0.56619 0.24874 1.067 -1.851 1.100
C 1.06538 1.69332 -0.27661 0.159 -0.816 1.145
H 1.85045 -0.78149 0.46486 -1.629 0.071 0.319
H -1.54491 1.76914 0.00477 -0.186 0.071 -0.133
H 0.52322 -2.62709 1.45326 0.030 -0.015 -0.042
H 2.11798 1.33358 -0.36019 -0.768 0.601 -0.052
C -0.06450 -1.72860 1.28515 -0.547 0.028 -0.009
H -0.90923 -1.98737 0.61882 0.220 -0.064 0.438
C 0.73036 -0.64143 0.63853 1.009 2.088 -0.982
H -0.29825 -0.65748 -3.28973 0.013 -0.145 0.077
H 0.97112 2.56426 0.39854 0.339 -0.374 -0.133
H -0.05221 -0.68411 -1.77011 0.022 -0.648 -0.605

[2]
18
Properties=species:S:1:pos:R:3:forces:R:3 method="wB97M-V/def2-TZVPD" homo_ha=-0.3175 fmax_ev_per_a=2.70 total_charge=0 spin_multiplicity=1 e_tot_ev=-7423.800
C 1.42066 0.25764 -0.30174 1.765 0.480 1.983
C 1.06771 0.82150 0.86442 0.926 -0.137 -0.730
H 1.85127 0.89602 -1.06702 -0.715 0.029 -0.313
H 1.00173 0.25692 1.78185 -0.439 -0.365 -0.041
H 2.91052 -1.29435 -0.44831 0.025 0.118 -0.197
H 1.36579 -1.67182 -1.23244 0.111 -0.178 -0.155
C -1.75398 0.35192 1.01573 -1.386 -0.264 -0.561
C -2.02654 0.46223 -0.29114 -1.115 -0.266 1.314
H 1.52732 -1.73453 0.51767 -0.119 0.046 0.086
O -1.52185 -0.81252 1.67725 0.479 0.041 -0.066
H -0.56576 0.71593 -1.91201 1.462 -0.565 -1.725
H -2.20594 -0.43059 -0.87217 0.428 -0.126 -0.236
H -0.03586 0.50691 -2.50150 -1.438 0.582 1.353
H -1.92074 1.15554 1.72387 0.476 0.126 -0.127
C 1.82814 -1.18559 -0.37415 -0.617 -0.143 -0.130
H -2.53440 1.34772 -0.63329 0.392 0.349 -0.174
H -1.44001 -1.53218 1.03862 -0.031 0.058 0.017
H 1.03196 1.88927 1.01435 -0.205 0.214 -0.298

[3]
18
Properties=species:S:1:pos:R:3:forces:R:3 method="wB97M-V/def2-TZVPD" homo_ha=-0.2510 fmax_ev_per_a=0.41 total_charge=0 spin_multiplicity=1 e_tot_ev=-7422.218
H 1.59264 -1.24066 0.24734 0.040 0.124 -0.062
H 0.21917 -0.14102 2.01243 -0.044 0.124 -0.087
H -0.76955 -1.20121 -1.41691 -0.016 0.030 0.168
H -1.10125 -2.76484 0.28520 0.100 0.093 0.081
H 0.73225 0.70657 -0.79694 0.196 -0.118 0.004
H -2.05009 -0.71460 -0.28281 0.141 -0.037 0.006
H 1.99723 -0.52280 -1.34029 -0.114 0.063 0.102
H -0.95908 1.22408 -1.92396 0.078 0.019 0.154
O -0.60067 -1.97450 0.51752 -0.095 -0.286 -0.003
H -1.17335 0.94918 1.78311 0.113 -0.042 -0.048
C -0.97554 -0.94388 -0.36816 -0.065 0.328 -0.244
H 0.47008 1.57324 1.56925 -0.095 -0.124 -0.043
C -0.28805 0.35897 -0.03383 -0.128 -0.012 0.115
C -0.52134 1.43386 -0.95342 -0.177 0.180 -0.107
C -0.16663 0.69592 1.42882 0.039 0.007 0.013
C 1.69607 -0.30723 -0.30526 0.176 -0.139 0.039
H -0.45113 2.45693 -0.60328 -0.009 -0.172 -0.040
H 2.41956 0.35778 0.17869 -0.141 -0.038 -0.052

[4]
18
Properties=species:S:1:pos:R:3:forces:R:3 method="wB97M-V/def2-TZVPD" homo_ha=-0.3751 fmax_ev_per_a=0.36 total_charge=0 spin_multiplicity=1 smiles=CC(C)[C@@H](C)O e_tot_ev=-7427.184
H -0.24224 2.63286 1.19552 0.078 -0.118 -0.047
H -1.97812 1.61083 -0.10818 0.030 -0.134 -0.125
H 0.91683 2.13979 -0.04994 -0.082 -0.065 0.114
H 1.20013 -0.72329 0.72082 -0.122 0.025 -0.082
H 1.17398 0.59200 -1.57249 -0.011 -0.155 0.049
H -0.73298 -2.15057 1.19743 0.028 0.037 -0.155
C -0.47237 0.57414 0.55586 0.257 -0.106 0.234
C -0.50179 -1.90808 0.15318 -0.038 -0.029 0.019
C 0.84188 -0.43362 -1.38244 0.039 0.021 -0.046
H 1.11644 1.58751 1.63005 -0.093 0.014 -0.106
C 0.33341 -0.62965 0.05051 0.050 0.005 0.039
H -1.44787 -1.77607 -0.38369 0.141 -0.042 0.054
H -0.95993 0.27165 1.49956 0.039 0.031 -0.153
O -1.46301 0.85793 -0.42274 -0.226 0.204 0.039
H 1.68780 -1.10107 -1.58005 -0.152 0.059 0.007
H 0.02307 -2.76427 -0.28574 -0.055 0.136 0.070
C 0.38365 1.80263 0.84473 0.032 0.052 -0.011
H 0.05195 -0.66004 -2.10500 0.084 0.062 0.100

[5]
18
Properties=species:S:1:pos:R:3:forces:R:3 method="wB97M-V/def2-TZVPD" homo_ha=-0.3177 fmax_ev_per_a=0.41 total_charge=0 spin_multiplicity=1 e_tot_ev=-7424.401
H 2.43606 0.54800 -1.22240 0.004 -0.060 0.129
H 2.91560 -0.90226 -0.32415 -0.060 0.130 0.017
C 0.44673 1.40980 0.55068 -0.025 0.082 0.005
H -1.32426 -1.00264 -1.81252 -0.090 0.156 0.049
C -2.35536 -1.07423 0.25404 -0.023 0.036 0.043
H 3.13162 0.70298 0.39362 -0.074 -0.085 -0.064
C -2.34624 0.13541 -0.63610 0.099 -0.390 -0.100
C 1.06670 0.02651 0.37736 -0.039 -0.051 0.004
H 1.10099 -0.48969 1.34507 0.010 0.062 -0.103
H -0.59291 1.36413 0.89401 0.178 0.006 -0.027
H 0.44416 1.95883 -0.39798 0.003 -0.085 0.120
H 1.01725 1.99982 1.27760 -0.069 -0.078 -0.104
C 2.46625 0.09158 -0.22615 0.088 0.017 -0.024
H 0.42979 -0.58759 -0.27218 0.106 0.077 0.102
H -1.90511 -0.79300 1.21416 -0.077 -0.020 -0.120
H -3.39930 -1.32744 0.47352 0.121 0.062 -0.028
H -1.83536 -1.96953 -0.14070 -0.057 0.174 -0.015
O -1.69662 -0.09067 -1.74788 -0.096 -0.034 0.115

[6]
18
Properties=species:S:1:pos:R:3:forces:R:3 method="wB97M-V/def2-TZVPD" homo_ha=-0.3415 fmax_ev_per_a=0.97 total_charge=0 spin_multiplicity=1 smiles="C/C=C/CC.O" e_tot_ev=-7426.298
H -0.65649 0.45228 0.66650 0.143 0.184 -0.159
H -1.53513 2.91340 -0.34171 0.114 -0.078 0.027
H 0.35452 1.48944 -2.04958 0.229 -0.246 0.213
H 2.15046 0.36343 0.04005 0.137 0.035 0.045
H -1.48253 -2.50021 2.91189 0.016 -0.061 0.061
H 2.01284 -0.55439 -2.09504 -0.020 -0.026 -0.265
C 0.05569 0.54908 -0.16014 0.105 -0.591 0.164
C 1.29708 -0.30677 -0.07715 0.351 0.236 -0.345
O -0.80324 -1.99093 3.36538 -0.073 -0.014 -0.100
H -2.43221 1.57995 -1.02568 -0.041 -0.217 0.023
H 0.59800 -1.55135 -1.71830 0.126 -0.047 -0.012
C -0.26236 1.34776 -1.16540 -0.775 0.577 0.034
H 2.20775 -2.00439 -1.11146 -0.020 0.071 -0.044
H -1.66232 2.74678 -2.06571 0.052 0.012 -0.214
H -0.73167 -1.18772 2.84205 0.066 0.083 0.023
C 1.54393 -1.16579 -1.33142 -0.157 0.065 0.360
C -1.53387 2.17842 -1.15100 0.105 0.162 0.073
H 1.32336 -0.91975 0.81823 -0.358 -0.144 0.115

[7]
18
Properties=species:S:1:pos:R:3:forces:R:3 method="wB97M-V/def2-TZVPD" homo_ha=-0.2588 fmax_ev_per_a=0.39 total_charge=0 spin_multiplicity=1 e_tot_ev=-7422.704
C 2.15740 -0.11987 0.35292 0.008 -0.045 0.041
H -0.60141 -0.31741 -2.38011 -0.119 0.031 0.153
H 2.25059 -0.29917 1.42914 -0.028 0.034 -0.152
H -1.59665 -1.59121 -1.63336 -0.011 0.172 -0.004
H -1.60499 0.18097 1.87231 0.189 -0.081 0.049
C -1.73646 0.27007 -0.51349 0.279 0.090 -0.260
H -1.45511 1.32389 -0.72273 -0.087 -0.150 0.064
C 0.88788 0.63614 0.00966 0.109 0.118 -0.099
H 2.17789 -1.08381 -0.16384 -0.009 0.128 0.068
H -2.36310 -0.22531 -2.43656 0.091 -0.024 0.082
H 0.13022 0.40923 2.32629 -0.121 -0.092 -0.107
H -0.52573 -1.23924 2.06506 0.003 0.173 -0.036
H 0.81085 0.79400 -1.06806 0.020 -0.007 0.147
H 0.83773 1.61172 0.51183 0.008 -0.133 -0.070
C -1.51977 -0.50833 -1.79037 -0.040 -0.116 -0.085
C -0.58637 -0.19212 1.75607 -0.015 -0.005 0.217
H 3.02810 0.46307 0.03339 -0.140 -0.073 0.042
O -0.29106 -0.11263 0.35185 -0.137 -0.021 -0.051

[8]
18
Properties=species:S:1:pos:R:3:forces:R:3 method="wB97M-V/def2-TZVPD" homo_ha=-0.3551 fmax_ev_per_a=0.53 total_charge=0 spin_multiplicity=1 smiles="CC(C)=O.[H][H].C=C" e_tot_ev=-7424.798
H -0.16133 -0.00427 -2.96807 -0.055 0.138 0.118
H -0.55668 -1.91401 -1.17781 -0.209 -0.232 -0.273
H -1.78681 -0.36260 0.90105 0.219 -0.029 0.059
H -1.05862 -0.69817 2.47624 -0.069 0.084 -0.039
C -0.04214 1.15411 -1.20829 -0.085 0.190 -0.335
C -0.68848 0.48746 -2.15522 0.075 0.383 -0.002
H -0.85094 -1.66579 -1.81438 -0.135 -0.439 -0.069
O 0.42705 -1.72251 0.42402 0.060 0.343 0.397
H 1.50428 1.24029 1.21402 -0.059 -0.179 0.019
H -0.93342 0.93554 1.79151 0.074 -0.182 -0.050
C -0.93529 -0.13052 1.54766 -0.042 -0.008 0.046
H -0.56957 1.65374 -0.40001 0.077 -0.048 -0.164
C 0.36141 -0.62321 0.93453 0.127 -0.423 0.264
H 1.04084 1.22703 -1.21055 -0.141 0.073 -0.076
H 1.98591 -0.17941 2.16572 0.059 0.124 -0.040
H -1.76975 0.37649 -2.14883 0.138 0.120 -0.018
H 2.38247 -0.12400 0.43980 -0.120 0.039 0.145
C 1.63228 0.15536 1.18378 0.086 0.045 0.018

[9]
18
Properties=species:S:1:pos:R:3:forces:R:3 method="wB97M-V/def2-TZVPD" homo_ha=-0.3563 fmax_ev_per_a=0.46 total_charge=0 spin_multiplicity=1 smiles=CCOC(C)C e_tot_ev=-7426.809
C 1.60980 0.87140 1.37194 -0.066 -0.097 -0.127
C -0.91552 0.93652 1.40569 -0.084 0.307 -0.149
H -1.87100 0.40125 1.31504 0.388 -0.034 0.004
H 1.71610 0.96909 2.46109 -0.173 -0.106 -0.261
C -0.38957 -1.04145 -2.51478 0.177 0.197 0.020
H -0.26995 -1.91007 -0.56517 -0.042 -0.041 0.139
H -1.58360 -0.73967 -0.77175 0.052 0.059 0.159
H -0.93177 1.77110 0.70276 -0.287 0.271 0.230
H 0.30030 -0.84655 1.42946 0.109 0.010 -0.261
H 0.64198 -1.27789 -2.77604 0.008 0.032 -0.065
C 0.31613 0.15653 0.97478 -0.068 -0.071 -0.141
O 0.31984 0.05985 -0.46666 0.168 -0.268 0.165
H -0.82659 1.31968 2.42771 -0.007 -0.101 -0.148
C -0.53030 -0.94085 -1.00529 -0.241 -0.309 0.090
H -0.65579 -0.09024 -2.97595 0.035 -0.001 -0.065
H 2.46475 0.30592 0.99233 -0.059 0.098 0.038
H -1.03826 -1.82215 -2.94234 0.153 0.235 0.344
H 1.64347 1.87753 0.93717 -0.062 -0.180 0.028

[10]
18
Properties=species:S:1:pos:R:3:forces:R:3 method="wB97M-V/def2-TZVPD" homo_ha="-0.2449 / -0.2574" fmax_ev_per_a=0.56 total_charge=0 spin_multiplicity=1 e_tot_ev=-7423.847
C -0.14099 -0.37096 0.82410 -0.532 -0.172 -0.030
H -1.73459 1.03826 1.13376 0.112 -0.083 0.059
H 2.99802 -0.24806 0.02010 -0.122 -0.089 0.000
O 1.11003 -0.09231 0.69201 0.226 0.321 0.240
H -0.14150 1.76757 -2.70038 -0.046 -0.020 0.110
C 2.00772 -0.65991 -0.09766 0.277 -0.323 -0.117
H 0.59465 0.63352 -1.54442 -0.183 0.159 -0.094
C -0.71993 -1.51132 0.07629 -0.014 -0.001 -0.038
H -0.16450 2.13597 -0.95363 -0.027 -0.097 -0.129
H -1.81089 -1.43373 0.04888 0.167 -0.038 0.058
H -0.45524 -2.48419 0.51996 0.028 0.098 -0.057
C -0.22990 1.33915 -1.69999 -0.007 0.036 -0.033
H -0.28128 1.31222 2.11780 -0.086 -0.110 -0.051
C -0.93224 0.54051 1.69853 0.032 0.029 0.026
H 1.81050 -1.63728 -0.51493 0.015 0.084 0.071
H -1.19412 0.83039 -1.60584 0.147 0.107 -0.048
H -1.40916 0.00240 2.52869 0.063 0.064 -0.110
H -0.34425 -1.52528 -0.95929 -0.050 0.037 0.143

[11]
18
Properties=species:S:1:pos:R:3:forces:R:3 method="wB97M-V/def2-TZVPD" homo_ha=-0.3554 fmax_ev_per_a=1.28 total_charge=0 spin_multiplicity=1 smiles=CCCCOC e_tot_ev=-7425.429
H -0.82250 -0.54564 -1.21109 -0.064 -0.022 -0.047
H -2.77959 1.32202 0.27520 0.190 -0.172 -0.052
H -3.04210 0.50064 -1.26397 0.249 -0.019 0.235
H 2.23011 0.44994 -1.16227 0.214 0.056 0.142
H -0.63827 1.18243 -1.03279 0.174 -0.335 0.396
H -0.12294 0.94729 1.32721 0.799 -1.003 -0.075
H -2.91739 -0.44100 0.23028 0.042 0.114 -0.077
H 1.01477 -1.53696 -0.37359 -0.113 0.166 0.126
H 3.13666 1.34816 0.12889 0.004 -0.056 -0.117
C -0.99175 0.27508 -0.50903 0.191 -0.307 0.014
H -0.82125 -0.61672 1.46378 -0.377 -0.245 -0.017
O 2.41949 -0.48293 0.68360 -0.321 0.190 0.035
C 2.30522 0.67876 -0.08518 0.051 0.491 -0.259
C 1.15821 -1.08853 0.62733 -1.106 0.429 0.020
H 1.25989 -1.94281 1.33017 -0.860 0.756 -0.045
H 1.34599 1.09794 0.22590 0.712 0.898 -0.490
C -0.18776 -0.03854 0.79932 0.156 -0.865 0.113
C -2.51202 0.42705 -0.30225 0.059 -0.076 0.097

[12]
18
Properties=species:S:1:pos:R:3:forces:R:3 method="wB97M-V/def2-TZVPD" homo_ha=-0.3059 fmax_ev_per_a=4.87 total_charge=0 spin_multiplicity=1 e_tot_ev=-7420.433
H -1.15964 -1.41138 -1.22883 -0.651 -0.385 -1.202
C 0.33346 -1.24194 0.01075 -0.145 4.802 0.787
H -2.14796 -1.08649 1.21474 0.376 -0.665 0.414
H 0.19359 -2.03682 0.62628 -0.317 -2.797 1.287
C -0.86873 -0.61315 -0.57893 -2.087 -0.993 -0.243
H -0.68365 0.29856 -1.14545 0.124 -0.203 0.229
H -0.54372 2.83489 0.67042 0.751 -1.600 0.388
C 1.59669 -0.71627 -0.11616 0.599 1.683 1.725
H 1.99635 0.60894 -1.69914 -0.329 0.103 -1.546
H 2.36718 -1.17283 0.48655 0.220 -0.640 -0.152
O -0.26010 1.89746 0.47760 -0.664 0.521 0.265
C -2.11791 -0.38540 0.39973 2.108 0.199 -0.221
H -1.82264 0.58774 0.81602 -0.890 0.117 -0.065
H 2.94108 0.97948 -0.36872 0.787 -0.071 0.668
H -3.10643 -0.48098 -0.03537 0.121 0.534 -0.543
C 1.97317 0.63574 -0.64441 -1.236 -0.989 0.382
H 0.15063 -0.02366 1.41267 0.849 0.319 -2.017
H 1.15862 1.32610 -0.29773 0.382 0.063 -0.154